This record from OMol25 describes a structure of composition C43H108FeN6O15Ti at a distorted geometry. The level of theory is ωB97M-V with the def2-TZVPD basis set.

```
! RIJCOSX wB97M-V def2-TZVPD def2/J DEFGRID3
* xyz 1 8
Fe 20.308 -10.005 7.338
Ti 18.459 -11.032 10.103
C 23.407 -12.529 6.751
C 21.933 -12.586 6.271
C 20.995 -13.321 7.230
O 21.439 -11.261 6.002
H 23.779 -13.505 7.060
H 23.410 -11.959 7.680
H 23.993 -11.924 6.059
H 22.056 -13.091 5.312
H 21.436 -14.285 7.484
H 20.016 -13.447 6.767
H 20.966 -12.859 8.216
C 22.898 -10.681 10.392
C 21.534 -10.033 10.564
C 21.760 -8.632 11.154
O 20.684 -10.154 9.440
H 22.788 -11.721 10.084
H 23.425 -10.659 11.346
H 23.521 -10.129 9.688
H 21.058 -10.712 11.272
H 22.189 -7.899 10.471
H 22.455 -8.729 11.989
H 20.837 -8.163 11.495
C 23.402 -17.366 17.652
O 23.463 -16.760 16.381
C 24.696 -16.948 15.699
C 24.413 -16.519 14.246
N 23.789 -15.204 13.952
C 24.631 -14.020 14.126
C 23.767 -12.802 13.854
O 22.783 -12.715 14.883
C 21.470 -12.348 14.445
H 23.231 -18.421 17.442
H 22.519 -16.985 18.165
H 24.258 -17.293 18.324
H 25.041 -17.980 15.642
H 25.510 -16.458 16.234
H 23.769 -17.249 13.755
H 25.369 -16.562 13.724
H 23.052 -15.041 14.622
H 25.464 -14.055 13.423
H 25.098 -14.001 15.111
H 23.353 -12.987 12.862
H 24.329 -11.884 13.685
H 20.999 -13.086 13.795
H 21.500 -11.460 13.813
H 20.777 -12.124 15.257
C 22.157 -4.660 10.518
O 21.059 -4.575 9.637
C 20.510 -3.311 9.442
C 19.517 -3.327 8.260
N 18.340 -4.166 8.543
C 17.507 -4.318 7.347
C 16.460 -5.431 7.425
O 17.063 -6.618 7.825
C 16.108 -7.662 7.968
H 21.861 -4.465 11.548
H 22.889 -3.867 10.359
H 22.673 -5.616 10.439
H 21.256 -2.565 9.168
H 20.035 -2.983 10.366
H 20.023 -3.570 7.325
H 19.139 -2.315 8.117
H 18.638 -5.098 8.791
H 18.107 -4.419 6.443
H 16.967 -3.400 7.116
H 16.026 -5.478 6.426
H 15.673 -5.145 8.123
H 16.681 -8.566 8.178
H 15.500 -7.822 7.078
H 15.497 -7.591 8.868
C 28.003 -14.960 7.832
O 27.350 -14.070 8.764
C 26.756 -13.022 8.138
C 26.059 -12.040 9.094
N 27.069 -11.323 9.706
C 26.514 -10.471 10.743
C 27.544 -10.137 11.770
O 27.929 -11.379 12.453
C 29.049 -11.310 13.355
H 28.497 -15.663 8.502
H 28.590 -14.586 6.993
H 27.163 -15.476 7.366
H 26.029 -13.435 7.438
H 27.458 -12.510 7.479
H 25.460 -12.575 9.832
H 25.418 -11.455 8.435
H 27.570 -12.014 10.245
H 25.702 -10.959 11.282
H 26.043 -9.629 10.236
H 27.157 -9.368 12.439
H 28.450 -9.772 11.288
H 29.436 -12.310 13.552
H 28.619 -10.887 14.263
H 29.880 -10.716 12.975
C 16.804 -6.179 3.512
O 17.505 -7.286 4.104
C 18.937 -7.056 4.098
C 19.582 -8.206 4.899
N 19.336 -8.307 6.340
C 19.965 -7.203 7.140
C 21.500 -7.324 7.083
O 21.937 -8.680 7.218
C 23.336 -8.616 7.046
H 17.387 -5.729 2.708
H 16.739 -5.403 4.275
H 15.817 -6.385 3.099
H 19.225 -6.125 4.586
H 19.345 -6.940 3.094
H 20.641 -8.157 4.646
H 19.263 -9.128 4.415
H 18.356 -8.099 6.468
H 19.721 -7.194 8.202
H 19.560 -6.209 6.953
H 21.920 -6.685 7.860
H 21.704 -6.760 6.173
H 23.720 -9.630 7.154
H 23.838 -8.120 7.877
H 23.631 -8.165 6.099
C 17.745 -7.558 10.867
O 17.083 -8.817 10.700
C 16.001 -9.093 11.590
C 15.588 -10.569 11.426
N 16.772 -11.464 11.691
C 16.408 -12.903 11.603
C 17.709 -13.775 11.761
O 18.742 -13.182 10.984
C 19.970 -13.940 10.935
H 18.590 -7.543 10.178
H 18.159 -7.452 11.870
H 17.040 -6.799 10.529
H 15.151 -8.447 11.372
H 16.293 -8.872 12.616
H 15.258 -10.767 10.406
H 14.798 -10.845 12.123
H 17.145 -11.375 12.625
H 15.966 -13.174 10.644
H 15.637 -13.263 12.285
H 17.557 -14.822 11.500
H 18.043 -13.905 12.790
H 20.581 -13.529 10.131
H 19.722 -14.972 10.687
H 20.570 -13.893 11.844
C 22.479 -8.864 15.113
O 22.552 -8.878 16.565
C 22.090 -9.991 17.308
C 22.141 -9.587 18.760
N 21.110 -8.595 19.186
C 21.154 -8.406 20.609
C 20.313 -7.136 20.935
O 20.902 -5.980 20.335
C 20.337 -4.751 20.832
H 21.419 -8.927 14.866
H 23.057 -9.730 14.790
H 23.021 -8.014 14.699
H 22.822 -10.770 17.097
H 21.097 -10.321 17.003
H 23.147 -9.235 18.988
H 21.930 -10.433 19.414
H 21.333 -7.682 18.816
H 22.174 -8.330 20.986
H 20.766 -9.278 21.136
H 20.257 -7.012 22.016
H 19.319 -7.269 20.508
H 20.920 -3.959 20.363
H 20.335 -4.716 21.921
H 19.341 -4.559 20.432
C 23.609 -15.047 10.497
O 22.940 -15.985 11.280
H 23.127 -14.079 10.638
H 24.658 -15.049 10.792
H 23.650 -15.319 9.443
H 23.040 -15.670 12.182
*
```

Computed properties:
* E_HOMO (alpha / beta): -7.9 / -9.8 eV
* electronic energy: -5272.837106 a.u.
* gap between HOMO and LUMO (alpha / beta): 5.9 / 7.2 eV